The following is a quantum chemistry calculation of 2 unconnected molecules or ions with the total composition C2H8N2O2 at a distorted geometry, from OMol25.

Each line ends with the natural charge from an NBO analysis.
Element x y z (Å)
1 N -1.00 -0.95 -1.36  -0.843
2 C 0.32 -1.27 -0.85  -0.316
3 C 0.49 -0.69 0.58  0.674
4 N -0.45 -1.17 1.43  -0.820
5 O 1.18 0.28 0.79  -0.625
6 H -1.07 -1.19 -2.33  0.367
7 H -1.20 0.04 -1.26  0.370
8 H 1.13 -0.82 -1.42  0.191
9 H 0.48 -2.35 -0.82  0.198
10 H -1.15 -1.77 1.04  0.403
11 H -0.69 -0.66 2.27  0.400
12 H 0.00 2.48 0.26  0.483
13 H 0.27 3.38 -0.97  0.469
14 O -0.40 3.16 -0.31  -0.953

Values from the calculation:
energy above the lowest of the compared OMol25 structures with the same formula, charge and spin: 12.85 kcal/mol
spin multiplicity: 1
SMILES: NCC(N)=O.O
lowest unoccupied orbital energy: 0.9 eV
HOMO energy: -9.840 eV
max |F|: 2.19 eV Å⁻¹

---

The following is a quantum chemistry calculation of 7 unconnected molecules or ions with the total composition C12H39O7 at a distorted geometry, from OMol25.

Each line ends with the natural charge from an NBO analysis.
Element x y z (Å)
1 O 0.51 -0.16 0.64  -0.808
2 H -0.07 0.60 0.42  0.580
3 H 1.26 -0.53 0.03  0.598
4 H -0.17 -0.77 0.72  0.545
5 C 4.50 -0.55 0.27  -0.236
6 O 3.60 0.36 0.04  -0.723
7 H 4.50 -1.57 -0.22  0.172
8 H 4.33 -1.00 1.39  0.124
9 H 5.52 -0.24 0.16  0.176
10 H 3.96 1.21 0.51  0.493
11 C 1.70 -2.58 -2.13  -0.246
12 O 1.64 -2.17 -0.78  -0.762
13 H 2.60 -2.25 -2.64  0.175
14 H 0.79 -1.92 -2.66  0.180
15 H 1.83 -3.62 -2.21  0.194
16 H 2.24 -2.83 -0.33  0.494
17 C 2.48 0.79 -3.15  -0.268
18 O 1.73 1.42 -4.24  -0.735
19 H 3.73 0.92 -3.36  0.192
20 H 2.31 -0.25 -3.31  0.158
21 H 1.96 0.87 -2.02  0.171
22 H 2.54 1.90 -4.77  0.480
23 C -3.86 -0.23 -1.71  -0.611
24 C -2.79 0.67 -1.14  0.073
25 C -3.02 0.91 0.34  -0.635
26 O -1.57 0.03 -1.24  -0.760
27 H -3.55 -0.75 -2.67  0.212
28 H -4.76 0.23 -1.78  0.219
29 H -3.93 -1.18 -1.05  0.203
30 H -2.83 1.49 -1.79  0.172
31 H -3.22 -0.02 0.94  0.217
32 H -3.84 1.64 0.55  0.239
33 H -2.15 1.37 0.90  0.192
34 H -1.36 -0.20 -2.17  0.488
35 C 0.11 2.92 2.58  -0.611
36 C -0.06 3.59 1.19  0.109
37 C 0.76 4.95 1.07  -0.649
38 O 0.41 2.70 0.13  -0.794
39 H 0.01 3.58 3.24  0.207
40 H 1.17 2.59 3.04  0.232
41 H -0.65 2.06 2.59  0.194
42 H -1.00 3.69 0.72  0.188
43 H 1.76 4.91 0.82  0.230
44 H 0.29 5.59 1.82  0.224
45 H 0.46 5.32 0.12  0.206
46 H 0.31 2.99 -0.74  0.482
47 C -1.28 -3.15 0.46  -0.648
48 C -1.85 -2.66 1.82  0.130
49 C -2.06 -3.73 2.92  -0.627
50 O -1.07 -1.70 2.24  -0.752
51 H -1.87 -3.83 -0.20  0.240
52 H -0.40 -3.73 0.81  0.209
53 H -0.89 -2.39 -0.23  0.207
54 H -2.90 -2.08 1.73  0.127
55 H -1.31 -4.38 3.15  0.211
56 H -2.95 -4.41 2.42  0.219
57 H -2.15 -3.25 3.84  0.211
58 H -1.43 -1.20 2.97  0.491

Values from the calculation:
energy above the lowest of the compared OMol25 structures with the same formula, charge and spin: 187.49 kcal/mol
spin multiplicity: 1
lowest unoccupied orbital energy: -2.2 eV
HOMO energy: -12.588 eV
max |F|: 8.41 eV Å⁻¹
total charge: +1

---

The following is a quantum chemistry calculation of C6H8BrN5O2S in the gas phase at a distorted geometry, from OMol25.

Each line ends with the natural charge from an NBO analysis.
Element x y z (Å)
1 C 1.86 -0.88 0.25  0.153
2 C 2.23 0.38 -0.18  -0.328
3 C 1.04 1.30 -0.41  0.506
4 C -0.26 -0.47 0.23  0.606
5 C 3.54 0.88 -0.34  0.283
6 C -4.31 -0.99 0.68  -0.872
7 N 0.65 -1.36 0.35  -0.522
8 N -0.17 0.79 -0.15  -0.563
9 N 3.79 2.03 -0.80  -0.696
10 N 1.32 2.59 -0.62  -0.768
11 N -1.75 -1.08 0.74  -0.360
12 O -3.00 -0.75 -1.62  -0.970
13 O -1.77 -2.47 0.80  -0.538
14 S -2.95 -0.26 -0.25  1.410
15 Br 4.84 -0.33 0.35  0.014
16 H 2.60 -1.64 0.28  0.207
17 H -4.23 -0.36 1.64  0.237
18 H -4.28 -2.08 1.09  0.261
19 H -5.19 -0.78 0.06  0.238
20 H 4.69 2.47 -0.79  0.397
21 H 2.36 2.65 -0.63  0.429
22 H 0.60 3.25 -0.63  0.410
23 H -1.62 -2.88 -0.04  0.466

Values from the calculation:
spin multiplicity: 1
lowest unoccupied orbital energy: -0.4 eV
HOMO energy: -9.153 eV
max |F|: 4.34 eV Å⁻¹

---

The following is a quantum chemistry calculation of 7 unconnected molecules or ions with the total composition C5H23N2O7 at a distorted geometry, from OMol25.

Each line ends with the natural charge from an NBO analysis.
Element x y z (Å)
1 O 1.24 -0.92 -1.77  -0.572
2 C 1.69 -1.69 -0.94  0.428
3 C 1.91 -1.11 0.44  -0.154
4 C 0.67 -1.12 1.32  -0.471
5 C -0.36 -0.35 0.63  -0.150
6 C -1.50 0.19 1.15  -0.078
7 N -2.43 0.90 0.20  -0.755
8 N 2.95 -1.79 1.27  -0.872
9 H 1.89 -2.68 -1.29  0.160
10 H 2.15 -0.02 0.43  0.237
11 H 0.39 -2.19 1.52  0.262
12 H 0.96 -0.64 2.29  0.271
13 H -0.21 -0.43 -0.45  0.226
14 H -1.55 0.46 2.20  0.230
15 H -3.05 0.17 -0.26  0.462
16 H -3.08 1.61 0.55  0.444
17 H -1.82 1.29 -0.56  0.470
18 H 2.83 -2.76 1.44  0.368
19 H 4.00 -1.67 1.17  0.388
20 H 2.54 1.51 3.31  0.478
21 H 1.43 2.46 3.12  0.465
22 O 1.57 1.57 3.04  -0.940
23 H -0.77 -3.64 -0.63  0.460
24 H -0.24 -4.78 0.09  0.485
25 O -0.19 -3.80 0.00  -0.935
26 H -1.09 3.27 -0.92  0.493
27 H -1.27 4.47 0.08  0.483
28 O -1.42 3.56 -0.03  -0.989
29 H 2.34 1.75 -3.23  0.460
30 H 3.53 1.48 -2.56  0.464
31 O 2.72 1.75 -2.40  -0.921
32 H -5.02 0.19 -1.46  0.498
33 H -5.07 -1.26 -0.73  0.515
34 O -4.54 -0.49 -1.03  -0.979
35 H 0.25 1.70 -1.62  0.517
36 H -0.73 1.34 -2.60  0.500
37 O -0.68 1.68 -1.73  -0.949

Values from the calculation:
energy above the lowest of the compared OMol25 structures with the same formula, charge and spin: 88.91 kcal/mol
spin multiplicity: 1
lowest unoccupied orbital energy: -2.5 eV
HOMO energy: -11.540 eV
max |F|: 6.72 eV Å⁻¹
total charge: +1

---

The following is a quantum chemistry calculation of 2 unconnected molecules or ions with the total composition C2H4F4N2 at a distorted geometry, from OMol25.

Each line ends with the natural charge from an NBO analysis.
Element x y z (Å)
1 C -1.09 -0.08 0.37  0.394
2 C -2.35 0.39 -0.48  0.900
3 N -0.27 -0.84 -0.35  -0.765
4 N -0.94 0.66 1.40  -0.746
5 F 0.82 -1.21 1.88  -0.646
6 F -3.47 -0.11 0.02  -0.316
7 F -2.49 1.75 -0.32  -0.338
8 F -2.49 0.12 -1.79  -0.316
9 H 0.24 -1.61 0.14  0.457
10 H -0.95 -1.11 -1.07  0.392
11 H -1.48 1.57 1.49  0.427
12 H 0.35 -0.25 1.75  0.555

Values from the calculation:
energy above the lowest of the compared OMol25 structures with the same formula, charge and spin: 29.63 kcal/mol
spin multiplicity: 1
SMILES: [H]/N=C(/N)C(F)(F)F.F
lowest unoccupied orbital energy: 0.5 eV
HOMO energy: -11.017 eV
max |F|: 5.78 eV Å⁻¹

---

The lowest max |F| belongs to which entry?
C2H8N2O2

---

Which of these has the lowest lowest unoccupied orbital energy?
C5H23N2O7